Entry 1:
{"formula": "CHN3O3", "method": "ωB97M-V with the def2-TZVPD basis set", "e_above_lowest_kcal_mol": 107.01, "energy_ha": -428.39396, "gap_ev": 9.064, "homo_ev": -11.774, "fmax_ev_per_a": 6.67, "elements": ["C", "N", "N", "N", "O", "O", "O", "H"], "xyz": [[0.95, 1.47, 0.39], [1.43, 2.47, 0.20], [0.08, -0.31, 0.66], [-1.06, -0.24, -0.15], [-1.81, 0.66, 0.06], [-1.20, -1.18, -0.91], [0.93, -1.26, 0.32], [0.69, -1.62, -0.57]], "mulliken_charge": [0.19, -0.27, -0.02, 1.10, -0.50, -0.62, -0.28, 0.39]}

---

Entry 2:
{"formula": "C35H34NO2", "method": "ωB97M-V with the def2-TZVPD basis set", "total_charge": 1, "e_above_lowest_kcal_mol": 0.00, "smiles": "COc1ccc(C2=C[C@@H]([C@@H](C(c3ccccc3)=[N+]3CCCCC3)c3ccccc3)c3ccccc3O2)cc1", "energy_ha": -1559.09248, "gap_ev": 6.379, "homo_ev": -9.770, "fmax_ev_per_a": 2.32, "elements": ["C", "C", "C", "C", "C", "C", "N", "C", "C", "C", "C", "C", "C", "C", "C", "C", "C", "C", "C", "C", "H", "H", "H", "H", "H", "H", "H", "H", "H", "H", "H", "H", "H", "H", "H", "H", "H", "H", "H", "H", "H", "C", "O", "C", "C", "C", "C", "C", "O", "C", "C", "C", "C", "C", "C", "C", "C", "C", "C", "H", "H", "H", "H", "H", "H", "H", "H", "H", "H", "H", "H", "H"], "xyz": [[0.30, 3.58, -2.37], [-0.71, 2.62, -2.27], [-0.45, 1.41, -1.61], [0.75, 1.22, -0.93], [1.03, -0.08, -0.16], [1.45, -1.12, -1.19], [2.71, -1.44, -1.42], [3.82, -0.67, -0.80], [5.14, -1.42, -0.76], [5.48, -2.16, -2.06], [4.31, -3.03, -2.50], [3.03, -2.23, -2.64], [0.38, -1.76, -1.98], [-0.04, -1.17, -3.19], [-1.15, -1.67, -3.86], [-1.78, -2.83, -3.41], [-1.30, -3.50, -2.29], [-0.23, -2.98, -1.56], [1.75, 2.19, -1.02], [1.55, 3.34, -1.78], [0.11, 4.52, -2.89], [-1.69, 2.77, -2.71], [-1.18, 0.60, -1.68], [1.85, 0.15, 0.52], [3.94, 0.28, -1.37], [3.56, -0.40, 0.23], [5.93, -0.70, -0.52], [5.11, -2.14, 0.07], [5.70, -1.42, -2.84], [6.37, -2.77, -1.91], [4.52, -3.49, -3.47], [4.15, -3.85, -1.78], [2.21, -2.91, -2.87], [3.13, -1.53, -3.48], [0.52, -0.30, -3.57], [-1.51, -1.15, -4.75], [-2.64, -3.23, -3.96], [-1.76, -4.44, -1.96], [0.13, -3.48, -0.66], [2.71, 2.01, -0.52], [2.36, 4.05, -1.91], [-6.56, 4.73, 3.45], [-6.19, 4.15, 2.17], [-5.15, 3.27, 2.17], [-4.67, 2.83, 0.91], [-3.52, 2.08, 0.85], [-2.86, 1.63, 2.03], [-1.74, 0.71, 1.95], [-1.09, 0.47, 3.13], [-0.14, -0.54, 3.18], [0.41, -1.08, 2.02], [1.40, -2.06, 2.15], [1.71, -2.59, 3.40], [1.08, -2.09, 4.54], [0.21, -1.01, 4.45], [-0.09, -0.64, 0.66], [-1.37, 0.10, 0.79], [-3.34, 2.09, 3.27], [-4.48, 2.86, 3.35], [-7.34, 5.45, 3.19], [-6.95, 3.96, 4.13], [-5.71, 5.25, 3.92], [-5.20, 3.13, 0.01], [-3.10, 1.80, -0.12], [1.90, -2.41, 1.24], [2.45, -3.38, 3.48], [1.26, -2.54, 5.52], [-0.25, -0.54, 5.31], [-0.44, -1.55, 0.16], [-2.12, 0.05, 0.01], [-2.83, 1.84, 4.20], [-4.86, 3.18, 4.32]], "mulliken_charge": [-0.65, -1.44, 0.37, -0.31, 1.92, -0.78, 0.58, -0.51, -0.94, -0.68, -0.96, -0.52, -0.66, 0.19, -0.95, -0.54, -0.98, 0.10, -0.26, -1.01, 0.43, 0.45, 0.69, 1.40, 0.38, 0.42, 0.39, 0.35, 0.34, 0.38, 0.39, 0.31, 0.46, 0.33, 0.52, 0.45, 0.43, 0.44, 0.49, 0.53, 0.43, -0.82, -0.43, 0.81, -0.93, -0.08, 0.22, -0.22, -0.60, 0.14, -0.71, -0.28, -0.98, -0.51, -0.77, 1.96, -1.32, -1.12, -0.32, 0.24, 0.33, 0.36, 0.41, 0.20, 0.32, 0.42, 0.40, 0.50, -0.22, 1.25, 0.39, 0.38]}

---

Entry 3:
{"formula": "C3H10N2O", "method": "ωB97M-V with the def2-TZVPD basis set", "e_above_lowest_kcal_mol": 83.54, "smiles": "C=CCNO.N", "energy_ha": -304.94152, "gap_ev": 9.482, "homo_ev": -8.462, "fmax_ev_per_a": 2.80, "elements": ["C", "C", "C", "N", "N", "O", "H", "H", "H", "H", "H", "H", "H", "H", "H", "H"], "xyz": [[-0.80, 0.63, 0.02], [-0.92, -0.79, 0.52], [-0.78, 1.69, 0.86], [-0.46, -1.84, -0.38], [1.48, 0.93, -0.85], [0.98, -1.99, -0.32], [1.12, -2.81, 0.15], [-0.64, -1.57, -1.34], [-1.14, 0.76, -1.00], [2.13, 1.21, -1.58], [1.63, -0.06, -0.66], [-0.40, -0.90, 1.47], [-1.98, -1.01, 0.68], [-0.79, 1.54, 1.93], [-1.01, 2.68, 0.50], [1.58, 1.52, 0.00]], "mulliken_charge": [0.23, -0.46, -0.92, -0.36, -0.65, -0.43, 0.32, 0.29, 0.16, 0.20, 0.23, 0.32, 0.26, 0.27, 0.29, 0.24]}

---

Entry 4:
{"formula": "HN4O2", "method": "ωB97M-V with the def2-TZVPD basis set", "total_charge": 1, "e_above_lowest_kcal_mol": 71.37, "energy_ha": -369.51410, "gap_ev": 10.328, "homo_ev": -18.620, "fmax_ev_per_a": 4.47, "elements": ["N", "N", "N", "N", "O", "O", "H"], "xyz": [[-1.83, -2.40, -0.93], [-1.27, -1.46, -0.84], [-0.22, 0.29, -0.31], [-0.49, 1.29, -1.06], [0.48, 1.84, -0.48], [-1.19, 1.47, -1.93], [0.04, 0.00, 0.70]], "mulliken_charge": [-0.22, 0.29, -0.12, 1.17, -0.25, -0.33, 0.45]}

---

Entry 5:
{"formula": "C2H7N3O2", "method": "ωB97M-V with the def2-TZVPD basis set", "e_above_lowest_kcal_mol": 108.14, "energy_ha": -395.03267, "gap_ev": 9.620, "homo_ev": -8.750, "fmax_ev_per_a": 2.31, "elements": ["C", "N", "N", "C", "N", "O", "O", "H", "H", "H", "H", "H", "H", "H"], "xyz": [[1.62, -0.37, -0.85], [0.59, 0.09, 0.04], [-0.69, 0.48, 2.15], [-0.65, -0.20, -0.19], [-1.12, -0.87, -1.30], [-0.23, 1.75, 2.02], [-1.56, -0.01, 0.74], [0.62, 1.65, 1.56], [-1.60, 0.59, 2.60], [-0.61, -0.76, -2.15], [-2.12, -0.90, -1.38], [1.59, 0.14, -1.82], [2.58, -0.15, -0.39], [1.57, -1.45, -1.03]], "mulliken_charge": [-1.01, -0.48, -0.09, 0.69, -0.46, -0.33, -0.44, 0.41, 0.29, 0.22, 0.24, 0.33, 0.28, 0.35]}

---

Entry 6:
{"formula": "C70H69As2BrN4O10S5TeV", "method": "ωB97M-V with the def2-TZVPD basis set", "total_charge": -2, "s_squared": 0.766, "e_above_lowest_kcal_mol": 10.41, "energy_ha": -13928.43947, "gap_ev": [2.232, 2.227], "homo_ev": [0.551, 0.555], "multiplicity": 2, "fmax_ev_per_a": 3.40, "elements": ["V", "C", "C", "S", "C", "C", "S", "H", "H", "H", "H", "H", "H", "N", "S", "N", "S", "N", "S", "N", "C", "C", "C", "C", "C", "C", "C", "C", "C", "C", "C", "C", "C", "C", "C", "C", "C", "C", "C", "C", "C", "C", "C", "C", "C", "C", "C", "C", "C", "C", "C", "C", "C", "C", "C", "C", "H", "H", "H", "H", "H", "H", "H", "H", "H", "H", "H", "H", "H", "H", "H", "H", "H", "H", "H", "H", "H", "H", "H", "H", "H", "H", "H", "H", "H", "H", "C", "O", "C", "O", "C", "C", "As", "C", "C", "C", "As", "C", "C", "O", "O", "C", "C", "O", "O", "C", "C", "O", "O", "C", "H", "H", "H", "H", "H", "H", "H", "H", "H", "H", "H", "H", "H", "H", "H", "H", "H", "H", "Br", "C", "C", "C", "C", "C", "C", "C", "O", "O", "H", "H", "H", "H", "C", "C", "C", "C", "C", "C", "Te", "C", "C", "C", "H", "H", "H", "H", "H", "H", "H", "H", "H", "H", "H"], "xyz": [[-0.16, -0.18, -0.15], [-2.51, 1.57, 3.01], [-1.47, 1.95, 1.99], [-0.11, 0.80, 1.96], [-1.63, 3.08, 1.26], [-2.87, 3.92, 1.41], [-0.52, 3.71, 0.04], [-2.08, 0.90, 3.74], [-3.32, 1.04, 2.48], [-2.93, 2.45, 3.51], [-2.89, 4.37, 2.41], [-3.75, 3.29, 1.28], [-2.88, 4.71, 0.67], [1.59, 0.48, -0.45], [2.96, 0.01, -0.17], [3.40, -1.48, -0.54], [3.37, -2.81, 0.32], [2.22, -3.22, 1.24], [0.60, -3.18, 0.68], [0.26, -1.65, 0.48], [1.19, -3.45, -1.27], [1.14, -2.51, -2.29], [1.13, -2.91, -3.62], [1.19, -4.26, -3.94], [1.22, -5.21, -2.93], [1.19, -4.80, -1.61], [0.13, -3.26, 2.56], [0.56, -4.38, 3.26], [0.00, -4.72, 4.48], [-1.05, -3.96, 5.00], [-1.50, -2.85, 4.29], [-0.92, -2.51, 3.08], [3.99, -4.01, -0.82], [4.47, -3.63, -2.07], [5.00, -4.58, -2.92], [5.06, -5.91, -2.53], [4.56, -6.29, -1.29], [4.03, -5.35, -0.43], [4.74, -2.68, 1.44], [4.61, -2.98, 2.79], [5.71, -2.88, 3.62], [6.94, -2.47, 3.12], [7.08, -2.22, 1.75], [5.99, -2.34, 0.91], [4.06, 0.89, -1.27], [5.41, 0.57, -1.34], [6.19, 1.10, -2.35], [5.62, 1.97, -3.29], [4.28, 2.30, -3.20], [3.50, 1.76, -2.19], [3.55, 0.31, 1.52], [4.56, 1.24, 1.75], [4.93, 1.53, 3.05], [4.29, 0.90, 4.11], [3.27, -0.01, 3.87], [2.89, -0.30, 2.57], [1.10, -1.46, -2.04], [1.07, -2.16, -4.41], [1.18, -4.57, -4.98], [1.26, -6.26, -3.17], [1.18, -5.54, -0.81], [1.36, -4.99, 2.84], [0.35, -5.59, 5.02], [-1.51, -4.24, 5.93], [-2.32, -2.25, 4.67], [-1.29, -1.65, 2.52], [4.39, -2.59, -2.35], [5.37, -4.28, -3.89], [5.49, -6.65, -3.19], [4.59, -7.33, -0.99], [3.63, -5.62, 0.54], [3.64, -3.28, 3.15], [5.62, -3.10, 4.68], [7.80, -2.36, 3.77], [8.04, -1.93, 1.35], [6.07, -2.19, -0.15], [5.84, -0.09, -0.59], [7.24, 0.85, -2.41], [6.23, 2.38, -4.08], [3.84, 2.98, -3.91], [2.45, 2.01, -2.09], [5.05, 1.74, 0.92], [5.70, 2.26, 3.24], [4.58, 1.13, 5.13], [2.76, -0.49, 4.69], [2.08, -0.99, 2.37], [-3.83, -1.43, -5.15], [-4.28, -1.02, -3.88], [-3.33, -0.98, -2.86], [-2.13, -1.25, -3.10], [-3.82, -0.50, -1.63], [-5.10, 0.16, -1.53], [-6.40, -1.22, -1.80], [-8.18, -0.40, -1.40], [-5.92, -1.79, 0.06], [-4.69, -1.85, 0.60], [-2.93, -0.96, 0.00], [-2.33, -2.76, -0.60], [-4.43, -2.44, 1.92], [-3.98, -1.80, 2.85], [-4.68, -3.76, 2.14], [-4.92, -4.67, 1.08], [-7.12, -2.32, 0.74], [-7.77, -3.23, 0.29], [-7.57, -1.71, 1.86], [-6.95, -0.51, 2.33], [-5.24, 1.08, -0.48], [-4.41, 1.34, 0.41], [-6.44, 1.80, -0.51], [-6.53, 2.89, 0.37], [-3.98, -0.61, -5.86], [-4.41, -2.30, -5.47], [-2.77, -1.69, -5.11], [-8.40, 0.31, -2.20], [-8.20, 0.13, -0.45], [-8.93, -1.19, -1.40], [-3.08, -3.24, -1.22], [-2.14, -3.38, 0.29], [-1.40, -2.70, -1.16], [-5.50, -5.49, 1.51], [-3.98, -5.06, 0.70], [-5.50, -4.23, 0.27], [-6.01, -0.70, 2.84], [-7.67, -0.07, 3.02], [-6.76, 0.17, 1.50], [-7.59, 3.11, 0.49], [-6.01, 3.77, -0.03], [-6.09, 2.65, 1.34], [-1.87, 2.12, -7.65], [-0.90, 1.61, -6.08], [0.41, 1.19, -6.24], [1.12, 0.81, -5.11], [0.51, 0.83, -3.86], [-0.80, 1.26, -3.73], [-1.52, 1.66, -4.86], [-1.49, 1.31, -2.40], [-2.52, 1.93, -2.28], [-0.91, 0.67, -1.42], [0.87, 1.16, -7.22], [2.15, 0.48, -5.20], [1.05, 0.53, -2.97], [-2.54, 2.00, -4.74], [0.59, 10.28, 1.82], [0.73, 8.78, 1.66], [0.46, 7.93, 2.71], [0.65, 6.55, 2.61], [0.28, 5.72, 3.81], [1.14, 6.00, 1.42], [1.57, 3.86, 1.21], [1.33, 6.86, 0.32], [1.74, 6.32, -1.02], [1.14, 8.23, 0.45], [-0.06, 10.51, 2.66], [0.17, 10.73, 0.92], [1.57, 10.73, 2.00], [0.09, 8.35, 3.65], [0.86, 6.01, 4.69], [0.46, 4.66, 3.62], [-0.78, 5.85, 4.04], [1.09, 5.48, -1.29], [2.77, 5.94, -0.97], [1.67, 7.08, -1.79], [1.30, 8.88, -0.40]], "mulliken_charge": [-0.16, -1.80, 0.31, -0.08, 1.00, -1.76, -0.12, 0.53, 0.07, 0.47, 0.25, 0.15, 0.49, 0.36, 1.57, 0.39, -0.25, 0.37, 0.35, 0.58, 0.95, 0.99, -1.01, -0.88, -1.08, -0.17, 0.68, -0.73, -0.84, -0.85, -0.73, 0.92, 0.71, -0.25, -0.80, -0.69, -0.72, -0.94, 0.94, -0.67, -0.64, -0.64, -0.81, -0.65, -0.18, -0.13, -1.10, -0.80, -0.94, -1.08, 0.60, -0.54, -1.02, -0.93, -0.96, 0.64, -0.20, 0.41, 0.39, 0.38, 0.41, 0.29, 0.39, 0.34, 0.44, -0.50, 0.56, 0.44, 0.38, 0.45, 0.36, 0.45, 0.46, 0.40, 0.42, 0.57, 0.59, 0.45, 0.40, 0.54, 0.88, 0.57, 0.47, 0.44, 0.58, -0.14, -0.72, -0.26, 0.13, -0.38, -0.95, 0.05, 0.15, -1.26, 0.66, 0.05, 2.08, -1.74, -0.85, -0.54, -0.40, -0.39, -0.09, -0.67, -0.44, -0.07, -0.58, 0.11, -0.20, -0.87, 0.21, 0.24, 0.18, 0.43, 0.27, 0.37, 0.82, 0.30, 0.24, 0.31, 0.12, 0.21, 0.04, 0.44, 0.05, 0.24, 0.26, 0.30, -0.25, -0.13, -0.68, -0.48, 0.27, 0.09, -1.07, -0.21, -0.71, 1.39, 0.39, 0.52, 0.20, 0.71, -1.54, 0.96, -0.84, 1.04, -1.75, -0.25, 0.60, 1.07, -1.49, -1.05, 0.36, 0.36, 0.28, 0.33, 0.45, 0.11, 0.34, 0.18, 0.27, 0.38, 0.30]}